1.
ORCA calculation (the ωB97M-V functional and the def2-TZVPD basis) on a cluster of 3 separate species, C17H28BBrO8 in total.

Last column: Löwdin charge in e.
Atoms and positions in Å:
C1 0.06 4.37 4.51  0.101
C2 -0.51 3.32 4.79  -0.100
C3 -0.72 1.76 4.95  -0.095
C4 -1.23 1.05 3.62  -0.386
C5 -2.12 -0.17 4.11  -0.040
C6 -2.64 -1.18 4.57  0.115
C7 -2.24 2.02 2.84  -0.074
C8 -1.60 2.84 1.64  -0.729
O1 -1.49 4.04 1.77  -0.002
Br1 -1.02 2.04 -0.07  0.716
O2 -0.20 0.47 2.79  0.034
C9 1.02 1.14 2.88  -0.442
O3 1.37 2.11 2.24  0.141
O4 1.94 0.56 3.79  0.185
B1 3.29 0.86 3.41  -0.607
O5 3.97 2.09 3.62  0.148
O6 4.03 -0.22 2.81  0.123
H1 0.59 5.30 4.15  0.072
H2 0.16 1.26 5.45  0.136
H3 -1.58 1.67 5.70  0.130
H4 -3.09 -1.93 5.27  0.059
H5 -3.03 1.33 2.37  0.130
H6 -2.84 2.69 3.54  0.148
H7 4.10 2.49 2.74  0.124
H8 4.64 -0.59 3.49  0.113
C10 2.03 1.36 -4.57  -0.078
C11 1.43 0.10 -3.97  -0.280
O7 0.09 0.27 -3.51  -0.187
C12 -0.86 0.65 -4.50  -0.279
C13 -1.00 -0.35 -5.63  -0.076
H9 2.00 2.18 -3.84  0.083
H10 3.07 1.18 -4.86  0.078
H11 1.49 1.69 -5.45  0.066
H12 2.02 -0.19 -3.09  0.116
H13 1.49 -0.74 -4.67  0.107
H14 -0.63 1.65 -4.87  0.107
H15 -1.82 0.73 -3.98  0.118
H16 -0.07 -0.46 -6.19  0.067
H17 -1.77 -0.03 -6.33  0.079
H18 -1.26 -1.34 -5.24  0.073
C14 0.88 -2.40 0.00  -0.077
C15 0.72 -3.58 -0.94  -0.277
O8 -0.50 -4.28 -0.76  -0.160
C16 -1.69 -3.53 -0.97  -0.277
C17 -1.81 -2.95 -2.38  -0.081
H19 0.81 -2.72 1.04  0.083
H20 1.86 -1.93 -0.15  0.077
H21 0.11 -1.64 -0.16  0.060
H22 1.52 -4.30 -0.74  0.118
H23 0.84 -3.27 -1.98  0.104
H24 -1.78 -2.75 -0.22  0.106
H25 -2.52 -4.22 -0.80  0.117
H26 -1.00 -2.25 -2.60  0.051
H27 -2.76 -2.43 -2.49  0.079
H28 -1.75 -3.75 -3.12  0.083

Summary:
Max |F| in Eh/bohr: 0.066
Highest occupied orbital energy in eV: -9.4298
Net charge: 0
E_LUMO in eV: 0.28
2S+1: 1
SMILES string: C#CC[C@@](C#C)(CC(=O)Br)OC(=O)OB(O)O.CCOCC.CCOCC



2.
ORCA calculation (the ωB97M-V functional and the def2-TZVPD basis) on a structure of composition C17H28BF2MnN4OS2.

Last column: Mulliken spin population.
Atoms and positions in Å:
Mn1 -0.25 1.50 1.48  4.916
C1 0.15 3.85 3.73  -0.013
C2 -0.70 2.75 4.35  0.014
N1 -0.39 1.43 3.78  0.008
C3 0.80 0.74 4.31  -0.009
C4 2.15 1.26 3.82  0.009
S1 2.29 1.53 2.02  0.035
C5 2.57 3.33 1.90  -0.004
C6 1.35 4.19 1.59  -0.013
N2 0.14 3.73 2.27  0.020
H1 -0.22 4.82 4.06  0.003
H2 1.18 3.78 4.08  -0.002
H3 -0.57 2.75 5.44  0.003
H4 -1.75 2.95 4.14  -0.007
H5 -1.18 0.82 3.96  0.009
H6 0.81 0.77 5.41  0.004
H7 0.71 -0.31 4.02  -0.003
H8 2.44 2.19 4.31  0.000
H9 2.91 0.52 4.08  0.003
H10 3.07 3.62 2.82  0.001
H11 3.31 3.46 1.10  0.000
H12 1.60 5.23 1.84  0.003
H13 1.15 4.16 0.52  0.006
H14 -0.67 4.20 1.88  0.005
C7 1.75 -1.91 -4.20  0.000
C8 1.25 -2.24 -2.80  0.000
C9 0.55 -1.04 -2.19  0.003
N3 0.11 -1.30 -0.81  0.010
C10 -1.04 -1.04 -0.21  0.010
S2 -1.11 -0.89 1.50  0.038
N4 -2.18 -0.87 -0.91  0.002
C11 -2.56 -1.28 -2.23  0.001
O1 -3.25 -0.54 -2.87  0.001
C12 -2.17 -2.65 -2.65  0.000
C13 -1.96 -3.67 -1.72  0.000
C14 -1.65 -4.94 -2.17  0.001
C15 -1.53 -5.19 -3.53  0.000
C16 -1.74 -4.17 -4.45  0.000
C17 -2.08 -2.90 -4.01  0.000
H15 2.24 -2.78 -4.65  0.000
H16 2.47 -1.09 -4.19  0.000
H17 0.93 -1.62 -4.85  0.000
H18 2.08 -2.53 -2.16  0.000
H19 0.56 -3.09 -2.84  0.001
H20 -0.31 -0.74 -2.78  0.003
H21 1.22 -0.18 -2.15  -0.001
H22 0.86 -1.49 -0.15  0.002
H23 -2.88 -0.32 -0.43  -0.004
H24 -2.07 -3.48 -0.66  -0.001
H25 -1.50 -5.74 -1.46  0.000
H26 -1.28 -6.19 -3.88  0.000
H27 -1.66 -4.37 -5.51  0.000
H28 -2.27 -2.10 -4.71  0.000
F1 -1.43 2.98 -1.46  0.010
B1 -0.70 2.30 -0.59  -0.080
F2 0.47 1.83 -1.16  0.016

Summary:
Max |F| in Eh/bohr: 0.012
Highest occupied orbital energy (alpha / beta) in eV: -10.3056 / -11.3044
Net charge: +1
E_LUMO (alpha / beta) in eV: -2.57 / -2.67
2S+1: 6
<S²>: 8.758